DFT (ωB97M-V/def2-TZVPD) results for a cluster of 5 separate species, C41H69ClF5N5O14PS in total.

Summary:
Highest occupied orbital energy (Eh): -0.413
F_max (eV/Å): 0.74
Gap between HOMO and LUMO (eV): 8.385
Charge: +1

Last column: Löwdin charge in e.
Geometry (Å):
C  4.56  0.43  3.03  -0.10
C  4.18  -0.17  4.39  -0.26
C  3.34  0.76  5.28  -0.20
C  1.81  0.58  5.14  -0.20
C  1.10  1.71  4.39  -0.21
C  -0.35  1.89  4.86  -0.20
C  -1.11  2.89  3.97  -0.15
C  -1.62  2.29  2.64  -0.28
N  -1.10  3.10  1.54  0.04
C  -1.91  3.17  0.33  -0.37
N  -1.28  4.13  -0.57  0.08
C  -3.36  3.64  0.61  -0.25
C  -4.42  2.99  -0.28  -0.19
C  -4.07  2.99  -1.78  -0.13
C  -4.39  1.65  -2.46  -0.07
C  -3.31  0.60  -2.39  -0.43
F  -3.08  0.23  -1.09  0.10
F  -3.72  -0.50  -3.06  0.12
C  -1.92  1.01  -2.99  -0.50
F  -1.32  0.00  -3.61  0.18
F  -2.09  2.03  -3.86  0.16
F  -1.12  1.47  -2.01  0.14
N  -3.70  3.45  2.10  -0.15
P  -5.39  4.19  2.42  0.71
O  -5.29  4.14  4.03  -0.32
Cl  -6.61  2.60  2.09  0.40
C  -3.16  2.10  2.57  -0.20
C  -3.65  1.48  3.89  -0.15
C  -4.79  0.44  3.83  -0.22
C  -4.61  -0.61  4.94  -0.20
C  -3.43  -1.56  4.71  -0.22
C  -3.51  -2.81  5.61  -0.23
C  -3.99  -4.04  4.84  -0.25
C  -2.88  -4.91  4.22  -0.42
S  -1.34  -4.02  3.80  1.02
C  -1.64  -3.70  2.12  -0.69
N  -2.72  -3.32  1.52  0.05
N  -2.39  -3.17  0.18  0.05
C  -1.13  -3.45  0.10  -0.19
O  -0.58  -3.79  1.27  0.04
H  3.77  0.31  2.29  0.07
H  5.45  -0.08  2.64  0.06
H  4.83  1.48  3.12  0.07
H  3.66  -1.12  4.24  0.10
H  5.10  -0.41  4.92  0.10
H  3.63  0.60  6.32  0.10
H  3.60  1.79  5.04  0.10
H  1.63  -0.37  4.62  0.11
H  1.36  0.47  6.13  0.11
H  1.65  2.65  4.48  0.11
H  1.07  1.48  3.32  0.11
H  -0.83  0.91  4.81  0.10
H  -0.36  2.25  5.89  0.12
H  -1.92  3.35  4.54  0.11
H  -0.41  3.69  3.72  0.12
H  -1.21  1.28  2.54  0.16
H  -0.94  4.05  1.86  0.11
H  -1.93  2.17  -0.13  0.13
H  -0.36  4.35  -0.22  0.09
H  -1.12  3.73  -1.48  0.06
H  -3.37  4.71  0.43  0.15
H  -5.35  3.54  -0.16  0.07
H  -4.62  1.97  0.05  0.09
H  -4.69  3.74  -2.28  0.13
H  -3.05  3.29  -1.97  0.09
H  -4.62  1.80  -3.52  0.14
H  -5.26  1.19  -2.00  0.14
H  -3.10  4.13  2.58  0.13
H  -5.88  3.51  4.46  0.06
H  -3.37  1.39  1.77  0.14
H  -3.83  2.23  4.65  0.11
H  -2.78  0.93  4.24  0.09
H  -4.78  -0.04  2.85  0.11
H  -5.76  0.91  3.99  0.06
H  -5.54  -1.18  5.00  0.12
H  -4.48  -0.10  5.90  0.12
H  -2.50  -1.03  4.93  0.10
H  -3.42  -1.88  3.66  0.09
H  -2.54  -3.00  6.08  0.09
H  -4.20  -2.61  6.43  0.11
H  -4.60  -4.69  5.48  0.11
H  -4.64  -3.70  4.03  0.11
H  -3.24  -5.38  3.31  0.08
H  -2.55  -5.69  4.90  0.08
H  -0.52  -3.42  -0.79  0.13
C  0.53  -1.04  -5.88  -0.02
C  1.56  -2.00  -6.46  -0.31
C  1.21  -3.47  -6.40  -0.09
O  2.49  -4.09  -6.31  0.07
C  3.34  -3.21  -5.74  -0.57
O  4.43  -3.47  -5.34  0.17
O  2.77  -1.98  -5.67  0.07
H  -0.37  -1.56  -5.56  0.07
H  0.95  -0.52  -5.02  0.08
H  0.23  -0.29  -6.61  0.09
H  1.84  -1.72  -7.48  0.16
H  0.68  -3.84  -7.28  0.14
H  0.64  -3.71  -5.50  0.14
C  -6.04  -2.67  -1.90  -0.01
C  -7.38  -3.10  -2.47  -0.31
C  -7.47  -4.50  -3.03  -0.09
O  -8.47  -4.37  -4.04  0.07
C  -8.47  -3.08  -4.47  -0.57
O  -9.05  -2.68  -5.42  0.18
O  -7.72  -2.32  -3.64  0.07
H  -5.32  -3.49  -1.91  0.08
H  -5.64  -1.85  -2.49  0.07
H  -6.13  -2.34  -0.87  0.08
H  -8.19  -2.94  -1.75  0.15
H  -7.77  -5.26  -2.31  0.14
H  -6.53  -4.80  -3.51  0.14
C  8.32  -1.60  -0.97  -0.01
C  7.75  -0.24  -0.60  -0.31
C  8.53  0.96  -1.10  -0.09
O  8.24  1.95  -0.10  0.07
C  7.98  1.31  1.05  -0.57
O  7.89  1.82  2.12  0.16
O  7.81  -0.02  0.83  0.06
H  9.19  -1.51  -1.61  0.08
H  8.61  -2.14  -0.07  0.09
H  7.58  -2.21  -1.49  0.08
H  6.70  -0.16  -0.88  0.15
H  8.22  1.31  -2.08  0.12
H  9.60  0.78  -1.11  0.14
C  9.80  -0.01  -6.36  -0.01
C  9.22  1.34  -5.98  -0.31
C  9.99  2.56  -6.47  -0.09
O  9.69  3.54  -5.47  0.07
C  9.42  2.89  -4.32  -0.57
O  9.33  3.40  -3.25  0.17
O  9.28  1.56  -4.55  0.06
H  10.67  0.10  -7.00  0.08
H  10.10  -0.55  -5.46  0.09
H  9.07  -0.62  -6.89  0.08
H  8.17  1.42  -6.27  0.15
H  9.67  2.92  -7.45  0.14
H  11.06  2.38  -6.47  0.14